This record from OMol25 describes a molecular structure, C39H51BeBr3F11KN3O9PSSi. The level of theory is the ωB97M-V functional and the def2-TZVPD basis.

Properties
LUMO energy, eV: -4.0
E_HOMO, eV: -5.40
Total charge: 0

```
121
Properties=species:S:1:pos:R:3:forces:R:3:mulliken_charge:R:1
C 8.138 -2.478 2.378 -0.3167 -0.3561 0.3555 -0.67
Si 6.893 -1.659 1.181 1.1355 0.0978 0.5848 -0.05
C 7.003 0.218 1.400 0.2309 -0.0508 0.0053 -0.89
C 5.167 -2.378 1.558 0.2630 0.0262 -0.8410 -0.51
C 4.278 -1.908 0.367 0.1717 0.4649 0.5468 0.28
C 2.799 -2.417 0.364 1.9752 0.5523 1.3418 0.31
F 2.104 -1.549 1.146 -0.3488 -0.4877 -0.9003 -0.31
F 2.799 -3.611 1.058 -0.6580 0.4275 -1.0280 -0.42
N 2.227 -2.589 -1.002 5.9994 -1.4610 1.1820 0.64
C 2.863 -3.863 -1.479 0.4882 -0.9549 -0.6893 -0.75
C 2.903 -4.053 -3.027 0.3352 1.7127 0.4937 -0.42
O 3.166 -5.436 -3.297 -1.6895 1.3500 1.7105 -0.91
C 2.665 -1.527 -1.916 0.5348 0.9741 -0.5934 -1.19
C 2.560 -0.052 -1.451 0.9178 1.4779 -0.3244 -0.32
O 1.671 0.467 -0.825 -0.2128 -1.1020 0.0186 -0.53
C 3.738 0.832 -1.902 0.3786 -0.0766 0.1503 0.81
C 4.349 0.676 -3.174 0.3270 0.8895 1.5465 -0.30
C 5.466 1.497 -3.473 0.2655 -0.5663 -0.9943 -0.62
C 6.002 2.444 -2.571 -1.4319 -0.5846 0.8388 -0.51
C 5.355 2.609 -1.295 0.2040 -0.8961 -1.4401 -0.59
C 4.236 1.794 -0.972 0.6135 0.3909 -0.4807 -0.59
S 0.210 -2.953 -0.998 -5.5552 -1.6723 -0.1310 1.51
O -0.087 -4.139 -1.837 1.1805 0.9382 -1.0909 -0.70
O -0.210 -3.371 0.347 0.8830 1.3413 0.3737 -0.74
C -1.126 -1.680 -1.527 -4.2278 -0.3744 -0.6452 0.23
F -0.807 -0.848 -2.555 0.8270 -0.2193 1.0504 -0.31
F -2.200 -2.438 -2.101 1.4107 1.5261 0.0230 -0.30
C -1.900 -0.942 -0.346 0.6502 -0.5583 -0.1037 0.61
F -1.112 -0.610 0.702 -0.0067 0.1812 -0.8469 -0.26
F -2.795 -1.853 0.147 0.2172 0.9789 -0.2072 -0.30
C -2.669 0.348 -0.779 -0.2018 0.5723 1.0891 0.37
F -3.230 0.851 0.378 -0.0632 -0.4617 -0.5485 -0.17
F -1.853 1.338 -1.217 -0.3442 -1.1000 -0.1568 -0.25
C -3.861 0.169 -1.771 -1.1219 0.9844 -1.0304 0.62
F -4.490 1.388 -1.828 0.4519 -0.7032 0.1590 -0.29
F -4.795 -0.710 -1.374 0.8453 0.2622 0.1318 -0.23
F -3.511 -0.124 -3.030 0.2042 0.0011 0.9273 -0.21
C 7.491 -2.117 -0.572 0.0723 -0.4358 -1.0305 0.73
C 8.222 -1.236 -1.434 -0.4499 -1.2795 -0.3326 -0.19
C 8.591 -1.688 -2.725 -0.0784 -0.5459 -0.5388 -0.64
C 8.264 -2.991 -3.215 -0.5220 0.0215 1.2585 -0.54
C 7.556 -3.889 -2.364 0.3824 1.7020 0.2871 -0.60
C 7.198 -3.426 -1.063 -0.0265 -0.2096 -0.5346 -0.36
H 8.346 -3.529 2.070 0.0161 0.6821 0.0921 0.43
H 9.112 -1.923 2.425 -1.1594 -0.4395 -0.1368 -0.27
H 7.742 -2.546 3.419 0.2451 0.2007 -0.6043 0.39
H 8.063 0.539 1.520 -0.6022 -0.3158 -0.1499 0.35
H 6.495 0.490 2.349 0.0555 0.0881 -0.6563 0.36
H 6.595 0.752 0.516 -0.0052 -0.1471 0.6987 0.05
H 4.810 -2.023 2.544 0.0855 -0.3060 -0.5266 0.52
H 5.294 -3.485 1.562 -0.3313 0.6474 0.1695 0.24
H 4.229 -0.796 0.443 -0.0718 -0.6748 -0.3400 0.13
H 4.835 -2.154 -0.558 -0.5469 0.0989 0.3708 -0.26
H 2.401 -4.770 -1.043 -0.3538 0.8153 -0.1208 0.53
H 3.945 -3.940 -1.170 -0.5990 0.3555 -0.0393 0.43
H 3.777 -3.469 -3.410 -0.5517 -0.3438 0.0795 0.18
H 2.022 -3.653 -3.560 0.1422 -1.0062 0.3602 0.35
H 3.894 -5.672 -2.677 -3.1155 1.7381 1.3310 0.58
H 2.143 -1.540 -2.906 -0.1675 -0.3381 0.8588 0.86
H 3.738 -1.679 -2.169 -0.6756 0.1245 0.1841 0.27
H 3.947 -0.074 -3.873 0.4568 0.5583 0.1486 0.48
H 5.936 1.316 -4.475 -0.2973 0.4338 0.9460 0.44
H 6.886 3.044 -2.842 -0.5924 -0.4248 0.1346 0.45
H 5.788 3.342 -0.602 -0.4880 -0.4317 -0.1383 0.40
H 3.784 1.923 0.027 0.0349 -0.2623 -0.7039 0.39
H 8.489 -0.217 -1.112 -0.1955 -0.5725 -0.2089 0.39
H 9.126 -1.043 -3.447 -0.3597 -0.1874 0.6303 0.39
H 8.545 -3.313 -4.230 -0.0723 0.4499 0.5816 0.40
H 7.290 -4.903 -2.721 0.2697 0.5237 0.3714 0.46
H 6.649 -4.138 -0.416 0.3123 0.4836 -0.2424 0.25
C -9.295 3.353 4.088 -0.1270 0.3290 -0.1994 -1.64
C -8.435 2.073 4.152 -2.4174 0.6035 0.2282 1.18
C -9.125 0.951 3.355 0.4009 -0.3586 -0.6643 -1.24
C -9.115 1.124 1.834 -0.1208 -0.0905 -0.0943 -0.67
C -7.918 1.933 1.321 -0.5344 0.2388 0.1393 -1.36
C -6.699 1.948 2.258 -0.2648 0.7156 -2.6485 1.34
N -7.131 2.451 3.571 2.3403 -2.9285 2.3908 1.27
O -6.196 2.535 4.406 -0.9657 0.8854 -0.9619 -0.54
C -5.701 2.944 1.650 0.3074 0.3647 0.2887 -1.69
C -6.044 0.565 2.286 0.1075 -0.4531 0.8265 -1.36
C -8.405 1.613 5.610 0.8661 0.1920 0.2063 -1.82
H -8.844 4.156 4.674 0.0783 -0.0724 -0.0018 0.42
H -10.295 3.174 4.488 0.1052 -0.1486 -0.0038 0.40
H -9.410 3.718 3.065 0.0257 -0.0488 -0.0010 0.35
H -8.647 -0.003 3.594 0.0918 0.1250 0.1462 0.39
H -10.158 0.842 3.691 0.1326 0.2473 0.2215 0.57
H -9.123 0.137 1.368 -0.0179 0.0234 0.0826 0.33
H -10.037 1.612 1.510 0.0650 0.0078 -0.0165 0.38
H -7.631 1.565 0.335 0.2527 0.0175 0.1472 0.57
H -8.250 2.963 1.156 0.1822 0.0385 0.0653 0.37
H -6.107 3.958 1.658 -0.0227 -0.0419 0.0068 0.31
H -5.479 2.686 0.614 -0.1387 -0.1717 0.0904 0.28
H -4.753 2.956 2.190 -0.0900 -0.0532 0.0693 0.45
H -5.747 0.272 1.278 -0.1218 0.2625 -0.0328 0.21
H -6.705 -0.216 2.666 -0.0487 0.0753 -0.0086 0.28
H -5.142 0.559 2.899 -0.0522 0.1285 0.0252 0.46
H -9.418 1.408 5.958 -0.0329 0.0499 -0.3136 0.40
H -7.990 2.372 6.273 0.0675 -0.0315 -0.0719 0.39
H -7.823 0.697 5.728 0.0612 0.0731 -0.0319 0.43
K 4.916 -6.429 -3.844 4.8019 -3.1312 -3.2485 1.03
N -5.898 8.865 2.686 -0.0919 -0.1327 0.0389 0.04
C -7.123 8.653 2.115 0.0208 0.0823 -0.0493 -0.64
C -7.460 7.341 2.318 -0.0676 0.0268 -0.0287 -0.37
C -6.399 6.739 3.044 0.0205 -0.0613 0.0408 0.08
C -5.452 7.706 3.258 0.1080 0.0644 0.0046 -0.98
H -5.403 9.739 2.685 -0.0203 -0.0353 0.0045 0.19
H -7.646 9.451 1.615 -0.0003 -0.0485 0.0017 0.38
H -8.368 6.865 1.983 0.0152 0.0349 0.0026 0.37
H -6.338 5.714 3.373 0.0292 0.0428 0.0288 0.56
H -4.502 7.668 3.765 -0.0309 -0.0318 -0.0198 0.37
O 8.152 -0.020 -8.456 0.4573 0.1976 0.0413 -0.50
P 8.078 0.717 -7.123 -0.0062 -0.1447 0.2987 0.83
O 8.567 2.150 -7.311 -0.3222 -0.0387 -0.3895 -0.48
O 8.963 -0.007 -6.109 -0.2791 -0.3785 -0.0462 -0.42
O 6.642 0.749 -6.613 0.0543 0.2007 0.4087 -0.47
C -4.030 -6.092 -1.554 -0.0137 0.2917 0.2299 -0.42
Br -3.322 -4.392 -0.990 -0.7238 -1.4369 0.0838 0.21
Br -2.936 -6.901 -2.929 -0.0705 0.0360 0.1275 -0.06
Br -4.308 -7.297 -0.064 0.0211 -0.0025 -0.1186 -0.08
H -5.001 -5.905 -1.994 0.0812 -0.1068 0.0177 0.35
Be 11.075 -1.860 2.466 0.7452 0.0655 0.0117 -0.07
```
Forces are in eV/Å.



This record from OMol25 describes 2 unconnected molecules or ions with the total composition C2H2N2O. The level of theory is the ωB97M-V functional and the def2-TZVPD basis.

Properties
LUMO energy (spin up / spin down), eV: -0.6 / -2.7
E_HOMO (spin up / spin down), eV: -10.26 / -9.75
ΔE to the lowest compared entry with this formula, charge and spin, kcal per mole: 182.2
Total charge: 0

```
7
Properties=species:S:1:pos:R:3:forces:R:3:mulliken_charge:R:1
O 0.719 2.049 0.202 -0.5873 -0.5731 0.0260 -0.42
C -0.260 1.345 0.083 0.1773 0.5192 -0.0934 0.14
C -0.261 -0.117 0.240 -0.2568 0.9226 0.4612 0.06
N 0.611 -0.957 0.081 3.5477 -2.9648 -0.0910 0.51
N 1.164 -2.029 -0.092 -1.7014 3.4961 0.3979 -0.66
H -1.275 1.744 -0.080 0.2245 0.1355 -0.0879 0.32
H -0.699 -2.035 -0.436 -1.4040 -1.5355 -0.6128 0.06
```
Forces are in eV/Å.